No. 1
Density functional theory data (ωB97M-V/def2-TZVPD) for a molecular structure, C40H47CsN8O3S3Si2Te.

The highest occupied orbital energy comes out at -0.0530 Ha. The LUMO energy is 3.3 eV. The max |F| is 0.0255 hartree/bohr. For the total energy, the calculation gives -116415.5500 eV. The total charge is -2. As for the gap between HOMO and LUMO: 4.70 eV. The relative energy (zero: lowest compared OMol25 entry of this formula, charge and spin) comes out at 9.24 kcal per mole.

Structure (XYZ):
```
105
Properties=species:S:1:pos:R:3:forces:R:3:lowdin_charge:R:1
Cs -0.18216 1.88125 -0.23375 1.2146 -0.4341 -0.2228 0.983
C -1.79086 2.19573 3.66548 -0.0264 0.0598 0.0556 -0.032
C -1.05428 1.08843 2.97284 -0.0114 -0.1917 -0.2712 -0.314
N -1.60412 0.26308 2.15780 -0.3715 0.0491 0.0075 0.081
N -2.90522 0.61851 1.78007 0.3124 -0.0966 0.0975 -0.023
C -3.71003 -0.25613 1.11180 0.0493 0.1665 0.1343 -0.913
N -4.48500 0.34073 0.16898 0.0820 0.0561 -0.0423 0.107
S -3.83207 -1.87540 1.48121 -0.0081 -0.0861 -0.0305 0.591
C 0.43583 1.01547 3.10145 -0.0012 -0.0300 -0.0677 -0.276
C 1.12383 2.15787 3.49889 0.1453 -0.0500 -0.0177 -0.024
C 2.51459 2.15700 3.46248 -0.0979 -0.0250 -0.0220 -0.040
C 3.16823 1.00926 3.06610 0.0096 0.0130 -0.0408 -0.037
C 2.39760 -0.08571 2.68568 -0.1009 0.0379 -0.0147 -0.167
N 1.07036 -0.08930 2.68033 -0.1282 0.0972 0.2656 0.086
H -1.82105 3.10370 3.05663 0.0150 -0.0382 0.0258 0.081
H -1.31695 2.41647 4.62075 -0.0303 0.0261 0.0101 0.078
H -2.82275 1.88790 3.83511 0.0107 0.0058 0.0186 0.085
H -2.98463 1.61257 1.54087 0.0000 -0.0704 -0.1126 0.089
H -4.03877 1.04800 -0.42813 -0.0747 -0.1004 0.0984 0.067
H -5.12011 -0.29088 -0.29005 0.0506 0.0155 -0.0058 0.068
H 0.59055 3.05423 3.77979 -0.0020 0.0062 0.0047 0.105
H 3.07024 3.05169 3.71145 0.0044 -0.0038 0.0044 0.114
H 4.24684 0.96559 2.99817 -0.0058 0.0070 -0.0052 0.103
H 2.86831 -0.99900 2.33880 0.0555 0.0298 -0.0401 0.070
S 2.92793 0.27491 -0.91297 0.0422 -0.0008 -0.0243 0.428
C 4.16406 1.19803 -0.12690 0.0378 0.0927 0.0139 -0.749
C 5.28798 0.52621 0.37319 0.0594 0.0680 0.0514 -0.107
C 6.29904 1.15450 1.09816 -0.1419 0.0121 -0.0820 -0.241
C 7.40668 0.39541 1.58348 0.1015 -0.0276 0.0848 -0.212
N 8.29708 -0.22096 1.97973 -0.0191 -0.0095 -0.0285 0.119
C 6.19325 2.53512 1.34053 -0.1088 0.0003 -0.0508 -0.236
C 5.10385 3.22894 0.82092 0.0604 -0.0138 0.0195 -0.113
C 4.08489 2.62677 0.06767 -0.0390 -0.1770 0.0125 -0.794
S 2.81154 3.62039 -0.55450 -0.0367 0.0517 0.0586 0.338
C 7.18045 3.23524 2.10027 0.1322 0.0009 0.0400 -0.213
N 7.97804 3.80285 2.70960 -0.0428 0.0222 0.0011 0.117
H 5.36059 -0.53936 0.19522 -0.0096 -0.0058 0.0040 0.096
H 5.03061 4.29407 0.99932 0.0073 0.0033 -0.0063 0.092
N -1.90596 -1.41160 -1.81976 -0.0741 -0.0420 -0.0038 0.146
C -2.38306 -0.51803 -2.73840 -0.0502 -0.0032 0.0154 -0.267
C -3.71734 -0.43263 -3.08675 0.0544 -0.0427 0.0074 -0.057
C -4.16836 0.52664 -4.01197 0.0568 0.0229 0.0098 -0.101
C -3.30508 1.40212 -4.60892 -0.0523 -0.0273 0.0046 -0.076
C -1.92556 1.32782 -4.29969 0.0642 0.0378 -0.0666 -0.172
C -0.96226 2.20507 -4.85178 0.0188 -0.0337 0.0681 -0.021
C 0.34942 2.08381 -4.49391 -0.0788 0.0190 -0.0774 -0.042
C 0.71888 1.07627 -3.57744 0.0881 -0.0502 0.0257 -0.176
N -0.14736 0.25373 -3.03765 0.0527 -0.0169 -0.0889 0.085
C -1.45200 0.36358 -3.38724 -0.1564 0.0345 0.0551 -0.195
H -2.54512 -1.76068 -1.11860 0.0292 0.0257 -0.0167 0.056
H -0.95211 -1.27984 -1.50257 -0.0252 0.0241 -0.0201 -0.002
H -4.42182 -1.11783 -2.62847 -0.0106 0.0157 0.0148 0.102
H -5.22694 0.57500 -4.23980 -0.0077 -0.0080 -0.0005 0.095
H -3.65525 2.15635 -5.30382 -0.0018 -0.0059 -0.0068 0.098
H -1.28735 2.97718 -5.54092 0.0017 -0.0042 -0.0144 0.109
H 1.10906 2.74874 -4.88247 -0.0015 0.0099 0.0123 0.104
H 1.75086 0.97747 -3.25127 -0.0219 0.0123 0.0560 0.051
O -4.69014 4.47561 1.74004 -0.0432 0.0079 -0.0511 0.063
C -4.85906 4.85195 0.43846 0.0251 0.0243 0.0747 -0.253
C -5.80194 5.82175 0.10678 -0.0275 0.0215 0.0035 -0.042
C -5.99663 6.19759 -1.21225 0.0062 -0.0059 0.0011 -0.107
C -5.25938 5.59414 -2.22030 -0.0055 -0.0004 0.0200 -0.098
C -4.33257 4.61916 -1.88319 -0.0162 -0.0159 -0.0535 -0.014
C -4.10149 4.24493 -0.56473 0.0822 0.0212 -0.0721 -0.049
C -3.04152 3.19298 -0.29514 -0.1240 0.0074 -0.0438 -0.696
O -2.85770 2.33134 -1.18981 -0.4761 0.1569 -0.0795 -0.159
O -2.42401 3.23852 0.79390 -0.4557 0.3628 0.3181 -0.183
H -5.34867 4.93598 2.27025 0.0139 -0.0035 -0.0012 0.099
H -6.38529 6.28387 0.89787 -0.0024 -0.0002 -0.0026 0.104
H -6.72976 6.95989 -1.44705 -0.0024 -0.0014 -0.0015 0.094
H -5.40838 5.87603 -3.25455 0.0041 -0.0071 -0.0025 0.093
H -3.76034 4.10456 -2.64578 0.0032 -0.0014 0.0131 0.115
C 2.58021 -2.42693 -3.51217 0.0134 -0.0444 0.0038 -0.185
Si 2.52582 -3.83115 -2.28332 -0.0339 -0.0179 -0.0861 0.377
C 2.40688 -5.46423 -3.23427 0.0381 0.0291 0.0080 -0.198
C 4.07429 -3.84724 -1.23445 0.0001 0.0382 -0.0214 -0.187
C 0.99862 -3.75528 -1.20369 -0.0400 -0.0625 0.0126 -0.586
Te 0.97036 -2.28039 0.35836 0.0197 0.0879 -0.0261 1.224
C -0.60087 -3.29039 1.42832 0.0853 -0.0707 0.0320 -0.609
Si 0.04686 -4.39587 2.77333 -0.0028 -0.0259 0.0223 0.375
C 1.04948 -3.38543 3.99730 -0.0219 -0.0107 -0.0197 -0.188
C 1.12340 -5.77545 2.07483 -0.0037 0.0402 0.0047 -0.194
C -1.39823 -5.18878 3.69476 0.0187 0.0097 -0.0219 -0.192
H 3.39486 -2.57155 -4.22812 -0.0181 -0.0135 -0.0111 0.028
H 2.76030 -1.48565 -2.98987 -0.0080 0.0641 0.0320 -0.035
H 1.64118 -2.34044 -4.06452 0.0014 -0.0060 -0.0013 0.029
H 3.26201 -5.59282 -3.90397 -0.0052 -0.0025 0.0016 0.018
H 1.49807 -5.49501 -3.84155 0.0074 0.0110 0.0088 0.022
H 2.38205 -6.31784 -2.55144 0.0036 0.0081 0.0016 0.019
H 4.96690 -3.95895 -1.85591 -0.0010 -0.0182 0.0057 0.027
H 4.05769 -4.66112 -0.50403 0.0036 0.0364 0.0063 0.025
H 4.15390 -2.89553 -0.70142 -0.0035 -0.0309 0.0125 0.004
H 0.89112 -4.72650 -0.71150 -0.0031 0.0097 0.0179 -0.007
H 0.10980 -3.59067 -1.81879 0.0054 -0.0369 -0.0092 0.000
H -1.22067 -3.80469 0.69042 -0.0136 0.0085 0.0163 0.007
H -1.20491 -2.49193 1.86030 -0.0206 0.0170 0.0061 -0.069
H 2.04496 -3.17103 3.60290 -0.0095 0.0066 -0.0079 0.018
H 1.16216 -3.90313 4.95374 0.0063 -0.0220 -0.0136 0.022
H 0.56185 -2.42430 4.17653 -0.0009 -0.0074 0.0105 0.022
H 1.97852 -5.35216 1.54070 -0.0187 -0.0011 -0.0017 0.012
H 0.56328 -6.40466 1.37811 0.0000 -0.0018 0.0020 0.024
H 1.50880 -6.41573 2.87320 -0.0083 0.0040 -0.0002 0.022
H -2.06100 -4.41536 4.09021 -0.0002 0.0066 0.0044 0.025
H -1.05588 -5.80644 4.53012 -0.0004 -0.0011 -0.0110 0.017
H -1.99196 -5.81798 3.02633 0.0097 0.0019 0.0024 0.022
```
Positions in Å, forces in eV/Å.



No. 2
Density functional theory data (ωB97M-V/def2-TZVPD) for a molecular structure, C40H48F3HgN7O2P2S.

The highest occupied orbital energy (spin up / spin down) comes out at -0.3572 / -0.3686 Ha. The LUMO energy (spin up / spin down) is -2.0 / -3.8 eV. The max |F| is 0.0185 hartree/bohr. For the total energy, the calculation gives -98519.2020 eV. The total charge is +1. As for the gap between HOMO and LUMO (spin up / spin down): 7.73 / 6.19 eV. As for the spin multiplicity: 2. The relative energy (zero: lowest compared OMol25 entry of this formula, charge and spin) comes out at 16.50 kcal per mole.

Structure (XYZ):
```
104
Properties=species:S:1:pos:R:3:forces:R:3:lowdin_charge:R:1
Hg -0.91297 -0.02713 -0.77720 -0.2165 0.1688 -0.0306 0.672
C -3.86000 1.78909 4.06503 -0.0664 0.0017 0.0051 -0.043
N -3.02641 0.74553 3.46283 -0.1273 0.1034 -0.0772 -0.088
C -3.65317 0.04065 2.38389 0.0496 -0.1665 0.0272 -0.141
C -1.63499 0.92762 3.36674 0.0233 -0.1290 -0.1721 -0.495
O -1.04471 0.69147 2.31630 -0.1241 -0.1330 0.1223 -0.037
N -1.01704 1.38517 4.47845 0.0865 0.0504 0.1119 -0.127
C 0.38039 1.78287 4.40042 -0.0285 0.0630 -0.1405 -0.019
C -1.54417 1.26695 5.82500 -0.0133 -0.0510 0.0194 -0.051
H -4.49037 2.25576 3.30386 0.0043 -0.0074 -0.0002 0.093
H -3.24063 2.56849 4.49826 -0.0171 -0.0137 0.0017 0.085
H -4.50274 1.37164 4.84183 -0.0104 0.0613 0.0108 0.094
H -4.70921 -0.08394 2.62418 0.0121 -0.0345 -0.0425 0.135
H -3.20345 -0.94114 2.23961 0.0753 -0.0249 0.0497 0.118
H -2.90241 1.58898 1.18661 0.2317 -0.1083 -0.1588 0.108
H 0.68624 1.86953 3.36301 0.0454 -0.0725 -0.0350 0.051
H 1.01605 1.03923 4.88424 0.0307 -0.0161 0.0259 0.096
H 0.50723 2.74539 4.90033 0.0239 -0.0427 0.0479 0.097
H -2.42752 0.63377 5.84097 0.0206 0.0250 0.0186 0.086
H -1.78685 2.24607 6.24607 -0.0288 -0.0341 0.0285 0.094
H -0.78265 0.80925 6.45958 -0.0173 -0.0180 -0.0122 0.093
C 4.14532 0.40488 0.64059 -0.3810 -0.1465 -0.1222 -0.229
S 2.38918 0.71828 0.26723 0.8504 0.2937 -0.3072 0.711
C 2.70323 1.76835 -1.19086 -0.1354 -0.3564 0.1932 -0.239
O 1.93509 1.64800 1.32672 -0.2241 0.2387 0.3701 -0.557
H 4.66716 1.35623 0.72371 -0.0689 0.0566 0.0051 0.060
H 4.58307 -0.21711 -0.13806 0.0053 -0.0464 -0.0344 0.042
H 4.16921 -0.12120 1.59327 -0.0243 -0.0056 -0.0028 0.048
H 3.27499 1.20759 -1.92952 -0.0079 -0.0065 -0.0309 0.047
H 3.24892 2.65107 -0.86256 0.0228 -0.0103 0.0647 0.061
H 1.73721 2.05746 -1.60289 -0.0167 -0.0069 0.0204 0.029
F 1.52685 7.32785 -0.67029 -0.0680 -0.0499 0.0219 0.150
C 0.37039 7.11350 -0.01548 0.1244 0.1585 0.0079 -0.584
F -0.54330 7.94326 -0.54714 0.0534 -0.0574 0.0302 0.146
F 0.56056 7.48558 1.25951 -0.0158 -0.0480 -0.0724 0.145
C -0.06759 5.67713 -0.12608 -0.0890 -0.0026 0.0298 -0.108
C -0.69694 5.24818 -1.28701 0.0112 -0.0743 0.0622 0.009
C -1.12527 3.93239 -1.33781 0.0661 0.0832 -0.0873 -0.137
N -0.94712 3.06874 -0.34103 -0.1849 -0.1637 0.1257 0.026
C -0.32953 3.48888 0.75892 0.1223 0.0277 0.0781 -0.140
C 0.13374 4.78820 0.91519 -0.0432 0.0985 -0.1307 0.029
H -0.85511 5.92017 -2.11860 -0.0485 0.0050 0.0059 0.125
H -1.63684 3.54881 -2.21389 0.0180 0.0346 -0.0241 0.108
H -0.17835 2.74685 1.53179 -0.0168 0.0225 -0.0468 0.063
H 0.63562 5.09526 1.82129 -0.0262 -0.0224 0.0257 0.126
N -3.58745 -2.36298 -1.80138 -0.2284 0.4157 -0.0803 0.196
C -4.54700 -1.49033 -1.46608 0.3941 -0.6416 -0.3683 -0.483
N -5.73825 -1.56706 -2.08176 0.1283 -0.0019 0.0521 0.196
N -4.39688 -0.64576 -0.47829 -0.4738 0.1665 0.6855 0.142
C -3.61630 0.27321 -0.08847 0.0523 0.0897 -0.2119 -0.246
N -3.51912 0.79110 1.11003 0.1365 0.3772 -0.0697 0.043
H -3.72796 -3.03029 -2.53978 0.1245 -0.0757 0.0005 0.117
H -2.65274 -2.23299 -1.44010 0.0311 -0.0902 0.0639 0.024
H -5.94917 -2.31497 -2.71842 -0.0206 0.0264 -0.0270 0.119
H -6.48942 -0.98540 -1.75638 0.0091 0.0281 0.0272 0.123
C 0.08198 -4.93540 0.02242 -0.4879 0.2582 -0.2289 -0.531
P 0.43329 -3.09080 0.07638 0.1429 -0.4906 0.1512 0.957
C 0.77188 -2.89427 1.87256 0.0551 0.0843 -0.1134 -0.369
C 2.04266 -2.90948 2.44366 -0.0356 -0.0464 0.0367 -0.083
C 2.18963 -2.83958 3.82163 0.0609 0.0600 0.0425 -0.076
C 1.07686 -2.73493 4.64211 -0.0246 0.0520 0.0927 -0.084
C -0.18979 -2.67411 4.08034 -0.0223 -0.0067 0.0003 -0.081
C -0.33552 -2.74612 2.70450 0.0356 0.0572 -0.0313 -0.122
C 2.11086 -3.12207 -0.66785 -0.1091 0.0643 -0.0348 -0.402
C 3.04315 -4.12693 -0.40337 0.0601 0.0548 -0.0624 -0.112
C 4.27666 -4.12654 -1.03564 0.0174 -0.0809 0.0230 -0.069
C 4.58889 -3.13757 -1.95888 -0.0069 0.0445 0.0014 -0.077
C 3.66374 -2.14481 -2.24214 0.0630 0.0501 -0.0313 -0.093
C 2.43431 -2.13715 -1.59740 -0.0281 -0.0668 -0.0375 -0.147
P -1.70656 -5.29543 -0.37763 0.3483 -0.1259 0.3305 0.998
C -1.65408 -7.13573 -0.33308 -0.1244 0.0745 -0.1602 -0.393
C -0.64211 -7.83538 -0.98811 -0.0357 0.0106 0.0419 -0.106
C -0.61885 -9.22205 -0.96926 0.0485 -0.0379 -0.0392 -0.082
C -1.61078 -9.92883 -0.30743 -0.0248 -0.0285 0.0143 -0.084
C -2.65420 -9.24322 0.29638 -0.0451 0.0147 -0.0087 -0.077
C -2.68243 -7.85754 0.27448 0.0886 -0.0025 -0.0600 -0.104
C -2.50438 -5.00960 1.25462 -0.0421 0.1375 -0.2407 -0.429
C -3.63121 -4.19284 1.28560 0.0697 -0.0216 0.0386 -0.127
C -4.32531 -3.98567 2.47197 -0.0189 0.0949 0.0065 -0.092
C -3.88237 -4.58222 3.64149 -0.0269 0.0761 -0.0023 -0.079
C -2.75140 -5.38952 3.62047 0.0646 -0.0415 0.0666 -0.072
C -2.07033 -5.60840 2.43568 -0.0214 0.0622 0.0476 -0.103
H 0.39709 -5.45304 0.92870 0.0887 -0.0031 -0.0231 0.056
H 0.65160 -5.30630 -0.83042 0.0293 -0.0786 0.0612 0.025
H 2.92332 -2.99452 1.82151 -0.0032 0.0175 0.0034 0.090
H 3.17828 -2.86940 4.26245 0.0086 -0.0009 -0.0353 0.106
H 1.20076 -2.69404 5.71745 -0.0126 0.0075 -0.0211 0.105
H -1.06759 -2.58132 4.70877 0.0109 0.0037 0.0072 0.105
H -1.32198 -2.69839 2.26344 -0.1329 0.0089 0.0017 0.079
H 2.80436 -4.91943 0.29523 0.0110 0.0044 0.0265 0.109
H 4.99454 -4.90681 -0.81772 -0.0113 -0.0085 -0.0002 0.109
H 5.54473 -3.15151 -2.46594 0.0073 0.0079 0.0109 0.108
H 3.89770 -1.38136 -2.97440 -0.0181 -0.0142 -0.0133 0.105
H 1.70225 -1.37529 -1.83730 -0.0130 0.0265 0.0034 0.046
H 0.13590 -7.30225 -1.52080 0.0275 -0.0234 0.0213 0.093
H 0.17514 -9.75330 -1.47800 0.0254 0.0102 0.0275 0.106
H -1.57550 -11.00927 -0.26485 -0.0138 -0.0045 -0.0543 0.105
H -3.45277 -9.78559 0.78590 0.0170 -0.0156 0.0110 0.106
H -3.50559 -7.33285 0.74130 -0.0025 -0.0281 0.0620 0.102
H -3.96184 -3.71971 0.36821 -0.0606 -0.0552 0.0295 0.065
H -5.21578 -3.36862 2.47591 0.0108 0.0157 0.0231 0.101
H -4.41614 -4.41911 4.56915 -0.0055 -0.0320 -0.0031 0.106
H -2.40406 -5.85385 4.53463 0.0043 -0.0053 -0.0047 0.111
H -1.20116 -6.25489 2.43449 0.0016 -0.0179 -0.0305 0.116
```
Positions in Å, forces in eV/Å.